DFT (the ωB97M-V functional and the def2-TZVPD basis) results for one molecule with the formula C3H2Cl2O.

Each line ends with the Mulliken charge.
Atoms and positions in Å:
C  1.203  0.007  0.187  0.4438
C  -0.009  -0.760  0.032  -0.4500
C  -0.530  0.628  -0.120  0.2086
O  2.385  0.165  0.359  -0.3938
Cl  -1.064  1.015  -1.690  -0.1736
Cl  -1.457  1.456  1.151  -0.1803
H  -0.245  -1.262  0.997  0.2530
H  -0.282  -1.251  -0.916  0.2923

**Gap between HOMO and LUMO**: 8.53 eV
**SMILES**: O=C1CC1(Cl)Cl
**Lowest unoccupied orbital energy**: 0.076 eV
**E_HOMO**: -8.45 eV
**Relative energy (zero: lowest compared OMol25 entry of this formula, charge and spin)**: 64.26 kcal/mol
**Net charge**: 0

***

DFT (the ωB97M-V functional and the def2-TZVPD basis) results for a 3-piece molecular cluster, C22H42N6O7S2 overall.

Each line ends with the Mulliken charge.
Atoms and positions in Å:
N  -1.966  -3.237  3.481  -0.7259
C  -3.228  -3.389  2.687  -0.3075
O  -2.903  -4.291  1.583  -0.3127
S  -4.255  -4.726  0.699  1.1252
O  -4.640  -6.170  0.995  -0.6703
O  -4.067  -4.640  -0.792  -0.6110
C  -5.701  -3.694  1.218  -0.9107
C  -5.357  -2.170  1.608  0.1295
N  -6.410  -1.753  2.628  -0.6111
C  -7.509  -1.434  2.033  0.3637
S  -8.784  -0.556  1.393  -0.2173
C  -3.856  -1.978  2.233  1.3009
N  -4.061  -1.177  3.488  -0.7940
C  -2.873  -1.210  1.186  -0.2920
C  -2.220  0.095  1.696  -0.5665
C  -1.251  0.825  0.699  -0.4369
C  -1.037  0.150  -0.701  -0.2820
C  -1.822  -1.155  -0.964  -0.5484
N  -2.724  -1.827  -0.089  -0.0693
H  -1.428  -2.418  3.161  0.2178
H  -1.409  -4.077  3.255  0.3597
H  -3.996  -3.934  3.352  0.3917
H  -6.253  -4.184  2.106  0.4360
H  -6.441  -3.699  0.335  0.4277
H  -5.526  -1.517  0.688  0.5474
H  -4.416  -0.236  3.273  0.3064
H  -3.172  -1.038  3.988  0.3673
H  -2.382  0.583  2.709  0.1673
H  -0.736  1.790  1.006  0.5191
H  -0.313  0.651  -1.422  0.3621
H  -1.658  -1.641  -1.996  0.2799
C  3.902  4.512  -4.341  -0.6908
O  2.966  5.545  -4.069  -0.3250
C  1.909  5.630  -5.026  -0.8095
C  0.590  5.121  -4.436  -0.1413
N  0.607  3.672  -4.247  -0.3217
C  -0.472  3.155  -3.401  -0.7205
C  -0.597  3.697  -1.967  -0.5999
O  0.451  3.294  -1.088  -0.3550
C  1.654  4.035  -1.222  -0.5727
H  4.779  4.680  -3.713  0.2303
H  3.492  3.532  -4.090  0.2850
H  4.217  4.524  -5.389  0.3305
H  2.156  5.119  -5.962  0.3959
H  1.788  6.694  -5.257  0.3959
H  -0.232  5.384  -5.111  0.3803
H  0.434  5.651  -3.490  0.1452
H  1.489  3.401  -3.830  0.0680
H  -0.321  2.072  -3.337  0.4035
H  -1.423  3.308  -3.922  0.3999
H  -1.511  3.269  -1.544  0.3288
H  -0.736  4.782  -1.933  0.4657
H  1.472  5.087  -1.452  0.3101
H  2.291  3.577  -1.979  0.1350
H  2.190  3.979  -0.273  0.3147
C  5.519  -0.120  0.708  -0.7643
O  4.514  -0.725  -0.091  -0.2385
C  4.674  -2.136  -0.247  -0.8698
C  3.625  -2.903  0.565  -0.0047
N  3.877  -2.804  2.001  -0.3307
C  2.758  -3.227  2.847  -1.2002
C  1.406  -2.515  2.674  0.0844
O  1.389  -1.162  3.119  -0.4609
C  1.951  -0.232  2.208  -0.4277
H  5.454  0.961  0.568  0.2244
H  5.362  -0.331  1.766  0.3079
H  6.520  -0.449  0.409  0.3369
H  5.689  -2.466  -0.007  0.3834
H  4.503  -2.350  -1.307  0.3833
H  3.642  -3.957  0.271  0.3948
H  2.646  -2.491  0.297  0.0501
H  4.100  -1.844  2.236  0.1147
H  3.081  -3.083  3.883  0.4202
H  2.611  -4.304  2.712  0.4243
H  0.688  -3.039  3.313  0.1217
H  1.009  -2.594  1.657  0.3648
H  1.750  -0.494  1.167  0.1805
H  3.023  -0.139  2.384  0.2148
H  1.506  0.745  2.407  0.2921

**Gap between HOMO and LUMO**: 8.48 eV
**SMILES**: N[C@@H]1OS(=O)(=O)C[C@@H](N=C=S)[C@]1(N)c1ccccn1.COCCNCCOC.COCCNCCOC
**Lowest unoccupied orbital energy**: -0.368 eV
**E_HOMO**: -8.85 eV
**Net charge**: 0